A cluster of 13 separate species, C28H78F3O14 in total in a non-equilibrium geometry. Source: the Open Molecules 2025 dataset; level of theory: the ωB97M-V functional and the def2-TZVPD basis.

- highest occupied orbital energy (eV) = -6.18
- largest force on an atom (eV/A) = 2.4
- ΔE to the lowest compared entry with this formula, charge and spin (eV) = 0.000
- gap between HOMO and LUMO (eV) = 8.3
- total charge = -1

CARTESIAN COORDINATES (ANGSTROEM)
C -15.889 -1.790 -5.997
O -15.187 -2.173 -4.772
O -16.168 -0.498 -5.911
C -15.098 -2.250 -7.245
F -14.602 -3.503 -7.134
F -15.883 -2.196 -8.352
F -14.042 -1.438 -7.551
C -13.883 -1.695 -4.528
C -13.488 -2.147 -3.124
H -12.444 -1.941 -2.889
H -14.184 -1.724 -2.399
H -13.622 -3.224 -2.993
H -13.765 -0.608 -4.581
H -13.141 -2.060 -5.249
H -16.782 -2.424 -5.903
C -11.223 -5.485 -3.576
C -10.550 -5.402 -2.220
O -9.143 -5.254 -2.453
H -12.304 -5.564 -3.434
H -10.888 -6.318 -4.196
H -11.048 -4.596 -4.184
H -10.796 -6.272 -1.603
H -10.924 -4.515 -1.696
H -8.768 -5.095 -1.578
C -14.576 1.436 -1.772
C -15.526 0.893 -2.810
O -15.344 1.538 -4.050
H -14.561 0.883 -0.835
H -14.700 2.512 -1.665
H -13.579 1.259 -2.198
H -16.568 1.001 -2.480
H -15.474 -0.197 -2.931
H -15.625 0.889 -4.720
C -15.376 -4.622 -10.811
C -14.099 -5.049 -10.150
O -13.280 -5.758 -11.087
H -16.094 -4.046 -10.230
H -15.946 -5.403 -11.330
H -15.190 -4.005 -11.699
H -14.249 -5.636 -9.240
H -13.546 -4.164 -9.834
H -13.757 -6.565 -11.304
C -10.741 -3.263 -8.041
C -10.450 -2.210 -9.096
O -9.361 -1.383 -8.668
H -9.909 -3.959 -7.911
H -11.638 -3.834 -8.294
H -10.943 -2.864 -7.045
H -11.349 -1.598 -9.184
H -10.192 -2.634 -10.066
H -8.542 -1.674 -9.070
C -11.461 1.688 -5.465
C -11.143 0.813 -6.683
O -9.730 0.721 -6.819
H -12.542 1.685 -5.287
H -11.260 2.723 -5.751
H -11.029 1.446 -4.497
H -11.575 1.303 -7.563
H -11.614 -0.169 -6.546
H -9.573 0.000 -7.449
C -17.671 -5.955 -3.255
C -16.570 -5.306 -4.091
O -16.000 -4.261 -3.294
H -17.357 -6.196 -2.241
H -18.063 -6.854 -3.741
H -18.538 -5.293 -3.195
H -17.014 -4.845 -4.977
H -15.802 -6.045 -4.336
H -15.669 -3.571 -3.926
C -16.497 1.679 -10.265
C -16.446 0.766 -9.041
O -16.652 1.552 -7.903
H -15.644 2.359 -10.232
H -17.417 2.265 -10.217
H -16.499 1.151 -11.219
H -15.497 0.220 -9.022
H -17.228 0.005 -9.169
H -16.457 1.003 -7.117
C -17.915 -5.174 -8.450
C -19.132 -5.739 -7.766
O -19.730 -4.735 -6.978
H -18.034 -4.245 -9.010
H -17.456 -5.884 -9.138
H -17.168 -4.899 -7.699
H -18.888 -6.637 -7.182
H -19.863 -6.128 -8.492
H -20.436 -5.105 -6.443
C -15.835 -3.462 1.375
C -16.075 -3.535 -0.127
O -15.492 -4.733 -0.613
H -14.803 -3.602 1.686
H -16.453 -4.239 1.831
H -16.218 -2.519 1.773
H -15.646 -2.692 -0.683
H -17.148 -3.432 -0.332
H -15.652 -4.733 -1.580
C -11.737 -2.234 -0.088
C -12.330 -0.851 0.144
O -11.394 -0.040 0.832
H -11.281 -2.555 0.853
H -10.955 -2.296 -0.844
H -12.543 -2.930 -0.324
H -13.248 -0.958 0.734
H -12.580 -0.446 -0.843
H -11.804 0.821 0.963
C -19.551 -2.436 -4.591
C -18.843 -2.008 -3.335
O -18.183 -0.767 -3.541
H -20.139 -3.350 -4.436
H -18.844 -2.716 -5.374
H -20.238 -1.694 -4.996
H -18.121 -2.784 -3.061
H -19.546 -1.862 -2.514
H -17.414 -0.881 -4.129
C -7.840 -1.332 -2.865
C -8.934 -0.863 -3.801
O -8.540 0.384 -4.329
H -7.988 -2.297 -2.380
H -7.766 -0.622 -2.036
H -6.894 -1.310 -3.406
H -9.902 -0.744 -3.295
H -9.057 -1.617 -4.591
H -9.126 0.608 -5.080

Atom charges from the Löwdin analysis, given in e for atoms 1 to 4: atom 1 (C): -0.42, atom 2 (O): -0.14, atom 3 (O): -0.15, atom 4 (C): -0.51

***

A cluster of 8 separate species, C28H78N6O8 in total in a non-equilibrium geometry. Source: the Open Molecules 2025 dataset; level of theory: the ωB97M-V functional and the def2-TZVPD basis.

- SMILES string = COC[C@H](C)N.COC[C@H](C)N.COC[C@H](C)N.COC[C@H](C)N.COC[C@H](C)N.COC[C@H](C)N.CCO.CCO
- highest occupied orbital energy (eV) = -9.17
- largest force on an atom (eV/A) = 2.5
- ΔE to the lowest compared entry with this formula, charge and spin (eV) = 3.985
- gap between HOMO and LUMO (eV) = 9.5
- total charge = 0

CARTESIAN COORDINATES (ANGSTROEM)
C -6.874 -2.067 1.667
O -7.402 -3.108 2.427
C -8.596 -3.673 1.937
C -9.243 -4.681 2.914
C -8.512 -5.959 3.102
N -10.604 -5.045 2.413
H -7.550 -1.215 1.603
H -6.777 -2.473 0.660
H -5.909 -1.732 2.047
H -9.241 -2.816 1.744
H -8.391 -4.179 0.994
H -9.415 -4.218 3.885
H -8.972 -6.608 3.848
H -7.489 -5.811 3.450
H -8.452 -6.502 2.159
H -10.769 -4.523 1.564
H -10.694 -6.031 2.215
C -3.024 8.511 -7.580
O -2.035 7.557 -7.164
C -2.548 6.229 -6.853
C -1.464 5.324 -6.312
C -0.225 5.199 -7.227
N -1.985 4.043 -5.922
H -3.863 8.051 -8.102
H -2.620 9.372 -8.113
H -3.598 8.817 -6.705
H -3.443 6.263 -6.232
H -2.944 5.755 -7.751
H -1.135 5.808 -5.393
H 0.607 4.683 -6.747
H 0.136 6.198 -7.471
H -0.455 4.637 -8.133
H -1.406 3.654 -5.192
H -1.848 3.518 -6.774
C 10.547 2.847 -1.754
O 9.363 2.389 -2.391
C 8.099 3.020 -2.127
C 6.877 2.166 -2.597
C 7.129 1.743 -4.039
N 5.609 2.899 -2.472
H 10.709 3.919 -1.867
H 11.307 2.149 -2.106
H 10.543 2.676 -0.678
H 8.011 3.253 -1.066
H 8.112 4.005 -2.592
H 6.820 1.294 -1.945
H 8.066 1.186 -4.045
H 7.257 2.542 -4.769
H 6.316 1.105 -4.386
H 4.941 2.202 -2.767
H 5.385 3.172 -1.525
C -4.370 4.382 6.327
O -3.134 4.963 6.690
C -2.459 5.533 5.538
C -1.254 6.303 5.998
C -0.131 5.472 6.584
N -1.697 7.256 6.917
H -4.299 3.576 5.597
H -5.057 5.100 5.879
H -4.877 4.078 7.243
H -2.172 4.740 4.848
H -3.177 6.220 5.089
H -0.820 6.816 5.139
H 0.704 6.134 6.812
H 0.367 4.861 5.831
H -0.341 4.938 7.511
H -0.897 7.658 7.383
H -2.143 6.744 7.665
C 5.946 -3.344 6.476
O 5.607 -1.995 6.373
C 6.611 -1.041 6.058
C 7.101 -1.275 4.602
C 8.341 -0.412 4.470
N 6.097 -0.839 3.637
H 5.244 -4.006 6.985
H 6.951 -3.461 6.883
H 5.984 -3.651 5.431
H 6.194 -0.046 6.213
H 7.438 -1.077 6.768
H 7.346 -2.313 4.375
H 9.142 -0.681 5.159
H 8.197 0.657 4.623
H 8.794 -0.654 3.509
H 5.995 0.157 3.767
H 5.192 -1.125 3.981
C -1.159 -7.950 -4.036
O -1.351 -7.093 -5.116
C -1.448 -5.783 -4.655
C -1.409 -4.948 -5.947
C -0.065 -4.889 -6.633
N -1.792 -3.603 -5.718
H -1.075 -8.970 -4.410
H -2.023 -7.889 -3.374
H -0.270 -7.873 -3.410
H -2.330 -5.593 -4.043
H -0.598 -5.538 -4.019
H -2.054 -5.355 -6.725
H 0.622 -4.303 -6.023
H -0.053 -4.312 -7.557
H 0.349 -5.850 -6.938
H -2.783 -3.529 -5.541
H -1.557 -3.028 -6.514
C -0.157 0.992 -0.076
C -0.242 -0.195 -1.063
O 0.156 0.131 -2.365
H -0.587 1.846 -0.598
H 0.875 1.209 0.199
H -0.815 0.791 0.769
H -1.274 -0.542 -1.121
H 0.387 -1.032 -0.760
H -0.344 -0.487 -2.903
C -2.402 -6.073 1.819
C -1.981 -5.686 3.277
O -0.627 -5.188 3.146
H -3.386 -6.538 1.867
H -1.691 -6.770 1.375
H -2.543 -5.109 1.329
H -2.007 -6.570 3.914
H -2.545 -4.886 3.757
H -0.595 -4.601 3.904

Atom charges from the Löwdin analysis, given in e for atoms 1 to 4: atom 1 (C): -0.12, atom 2 (O): -0.19, atom 3 (C): -0.20, atom 4 (C): -0.42

***

A cluster of 12 separate species, C28H80N2O12 in total in a non-equilibrium geometry. Source: the Open Molecules 2025 dataset; level of theory: the ωB97M-V functional and the def2-TZVPD basis.

- SMILES string = NC(N)=O.CC(C)O.CC(C)O.CC(C)O.CC(C)O.CC(C)O.CC(C)O.CC(C)O.CC(C)O.CO.CO.CO
- highest occupied orbital energy (eV) = -9.35
- largest force on an atom (eV/A) = 3.9
- ΔE to the lowest compared entry with this formula, charge and spin (eV) = 0.000
- gap between HOMO and LUMO (eV) = 9.9
- total charge = 0

CARTESIAN COORDINATES (ANGSTROEM)
N 2.572 -0.256 3.270
C 3.109 0.416 4.266
N 2.546 0.207 5.423
O 4.104 1.088 4.168
H 1.763 -0.844 3.412
H 3.025 -0.143 2.375
H 1.943 -0.600 5.492
H 3.072 0.597 6.192
C 4.092 4.295 1.889
C 3.407 3.916 0.585
C 2.899 5.113 -0.072
O 4.414 3.384 -0.258
H 5.149 4.508 1.725
H 4.132 3.345 2.422
H 3.589 5.098 2.427
H 2.606 3.216 0.826
H 2.153 5.558 0.587
H 2.429 4.807 -1.006
H 3.693 5.851 -0.183
H 5.083 4.072 -0.249
C -3.823 -2.341 -3.556
C -5.020 -1.356 -3.704
C -6.243 -1.898 -2.886
O -4.727 -0.057 -3.251
H -3.683 -2.831 -2.592
H -2.830 -2.021 -3.871
H -3.959 -3.201 -4.212
H -5.459 -1.304 -4.700
H -6.519 -2.883 -3.262
H -7.074 -1.197 -2.965
H -5.989 -1.907 -1.826
H -3.989 0.274 -3.769
C 1.670 -3.722 3.976
C 0.426 -3.493 3.135
C -0.779 -4.245 3.576
O 0.175 -2.109 3.128
H 2.592 -3.348 3.531
H 1.835 -4.793 4.090
H 1.631 -3.368 5.006
H 0.539 -3.798 2.094
H -1.151 -3.903 4.542
H -0.500 -5.278 3.784
H -1.629 -4.244 2.893
H -0.392 -1.934 2.373
C 3.719 0.001 -3.983
C 2.396 0.689 -3.671
C 2.706 1.988 -2.862
O 1.795 0.867 -4.920
H 3.487 -0.938 -4.485
H 4.202 -0.286 -3.049
H 4.393 0.683 -4.501
H 1.738 0.068 -3.064
H 1.895 2.709 -2.766
H 3.573 2.481 -3.302
H 3.018 1.672 -1.866
H 2.178 1.680 -5.258
C -3.104 2.704 0.874
C -3.561 3.729 1.942
C -5.006 3.478 2.384
O -2.718 3.736 3.028
H -2.917 1.737 1.339
H -2.179 2.986 0.370
H -3.919 2.437 0.200
H -3.492 4.721 1.496
H -5.386 4.273 3.026
H -5.219 2.535 2.887
H -5.705 3.456 1.548
H -1.825 3.899 2.716
C 2.449 -3.110 -2.555
C 3.885 -3.347 -2.187
C 4.007 -4.367 -1.095
O 4.490 -3.831 -3.406
H 2.277 -2.336 -3.303
H 1.862 -2.765 -1.704
H 2.019 -4.043 -2.920
H 4.299 -2.370 -1.938
H 5.012 -4.391 -0.674
H 3.792 -5.379 -1.436
H 3.297 -4.298 -0.270
H 4.948 -3.101 -3.828
C -4.526 -3.320 1.015
C -4.069 -1.852 0.951
C -5.102 -1.023 1.775
O -2.860 -1.693 1.712
H -5.451 -3.563 0.491
H -4.646 -3.618 2.056
H -3.750 -3.873 0.486
H -4.050 -1.427 -0.053
H -4.787 0.019 1.742
H -5.254 -1.398 2.787
H -6.124 -1.032 1.394
H -3.035 -2.089 2.569
C 0.718 0.436 -0.157
C -0.715 0.062 -0.169
C -1.394 0.256 -1.503
O -0.723 -1.330 0.126
H 0.982 0.354 0.897
H 0.752 1.489 -0.436
H 1.252 -0.148 -0.907
H -1.246 0.571 0.636
H -1.583 1.259 -1.887
H -2.363 -0.239 -1.442
H -0.785 -0.190 -2.289
H -1.578 -1.528 0.517
C -1.834 1.962 -4.924
O -2.593 0.818 -5.313
H -1.846 2.596 -5.810
H -2.224 2.553 -4.096
H -0.794 1.707 -4.720
H -1.933 0.128 -5.405
C 4.357 -0.390 0.320
O 3.622 0.763 0.651
H 4.862 -0.367 -0.645
H 5.124 -0.487 1.088
H 3.755 -1.294 0.416
H 4.039 1.590 0.397
C 0.329 2.620 3.412
O 0.022 3.933 3.029
H 0.393 2.446 4.486
H -0.250 1.881 2.858
H 1.283 2.282 3.009
H 0.732 4.497 3.343

Atom charges from the Löwdin analysis, given in e for atoms 1 to 4: atom 1 (N): 0.20, atom 2 (C): -0.81, atom 3 (N): 0.17, atom 4 (O): 0.03

***

A cluster of 11 separate species, C28H80N2O21 in total in a non-equilibrium geometry. Source: the Open Molecules 2025 dataset; level of theory: the ωB97M-V functional and the def2-TZVPD basis.

- SMILES string = COCCNCCOC.COCCNCCOC.OCCO.OCCO.OCCO.OCCO.OCCO.OCCO.OCCO.OCCO.O
- highest occupied orbital energy (eV) = -8.97
- largest force on an atom (eV/A) = 4.4
- ΔE to the lowest compared entry with this formula, charge and spin (eV) = 4.288
- gap between HOMO and LUMO (eV) = 8.6
- total charge = 0

CARTESIAN COORDINATES (ANGSTROEM)
C 13.027 5.483 -4.204
O 11.648 5.721 -4.105
C 11.008 6.027 -5.342
C 9.462 6.105 -5.105
N 9.048 6.849 -3.881
C 9.394 8.279 -3.817
C 9.091 8.785 -2.362
O 10.008 8.229 -1.410
C 10.330 9.011 -0.244
H 13.211 4.415 -4.318
H 13.529 5.891 -3.327
H 13.595 6.015 -4.967
H 11.275 5.205 -6.007
H 11.503 6.894 -5.779
H 9.039 5.101 -5.050
H 9.015 6.514 -6.010
H 9.834 6.516 -3.341
H 8.934 8.937 -4.555
H 10.479 8.376 -3.765
H 8.051 8.665 -2.061
H 9.257 9.860 -2.425
H 9.570 9.632 0.232
H 11.148 9.619 -0.629
H 10.918 8.352 0.395
C 22.463 5.984 6.014
O 22.445 5.414 4.672
C 23.046 4.092 4.668
C 22.879 3.427 3.230
N 23.475 4.257 2.205
C 23.345 3.658 0.898
C 21.947 3.786 0.233
O 21.796 5.125 -0.264
C 20.612 5.269 -0.976
H 22.238 7.045 6.130
H 23.494 6.005 6.367
H 21.821 5.542 6.776
H 22.669 3.597 5.562
H 24.104 4.128 4.929
H 21.816 3.198 3.150
H 23.470 2.514 3.298
H 23.014 5.138 2.381
H 23.716 2.633 0.888
H 24.122 4.173 0.333
H 21.090 3.531 0.855
H 21.872 3.119 -0.626
H 20.597 6.308 -1.304
H 19.689 5.121 -0.415
H 20.568 4.636 -1.862
O 10.426 2.517 -1.578
C 10.438 2.905 -2.891
C 10.763 1.785 -3.943
O 12.162 1.413 -3.927
H 10.254 3.259 -0.994
H 9.475 3.351 -3.140
H 11.163 3.714 -2.985
H 10.650 2.204 -4.943
H 10.174 0.868 -3.920
H 12.410 1.453 -3.001
O 16.244 3.035 -8.073
C 16.013 2.173 -7.028
C 17.107 1.120 -6.843
O 18.017 1.078 -7.929
H 15.430 3.543 -8.120
H 15.666 2.600 -6.087
H 15.113 1.599 -7.251
H 16.796 0.106 -6.593
H 17.745 1.289 -5.975
H 17.601 1.710 -8.520
O 18.270 6.568 -6.656
C 17.224 5.763 -6.170
C 16.450 6.356 -5.055
O 15.596 7.314 -5.740
H 17.912 7.081 -7.384
H 16.551 5.579 -7.008
H 17.837 4.890 -5.947
H 17.078 6.909 -4.356
H 15.910 5.556 -4.549
H 15.922 8.121 -6.147
O 19.157 5.446 3.639
C 18.606 5.491 2.323
C 17.853 4.227 1.942
O 18.834 3.288 1.668
H 19.953 4.910 3.620
H 17.861 6.269 2.158
H 19.495 5.751 1.749
H 17.258 4.394 1.045
H 17.129 3.774 2.620
H 19.008 2.865 2.512
O 15.415 3.065 -2.696
C 16.550 2.466 -2.055
C 17.768 3.381 -2.399
O 18.337 2.967 -3.656
H 14.745 2.378 -2.737
H 16.519 2.396 -0.968
H 16.728 1.436 -2.362
H 18.459 3.313 -1.558
H 17.674 4.467 -2.408
H 19.175 3.413 -3.797
O 19.591 1.127 -0.321
C 18.562 0.167 -0.087
C 18.665 -0.484 1.300
O 17.595 -1.445 1.510
H 19.480 1.971 0.122
H 17.596 0.629 -0.291
H 18.533 -0.641 -0.817
H 18.560 0.283 2.067
H 19.688 -0.845 1.406
H 16.850 -0.941 1.846
O 22.397 7.083 -5.638
C 21.299 6.304 -5.460
C 21.513 4.880 -5.458
O 21.702 4.502 -4.133
H 22.426 7.763 -4.961
H 20.715 6.786 -4.675
H 20.586 6.563 -6.243
H 22.235 4.448 -6.151
H 20.591 4.417 -5.808
H 22.621 4.656 -3.904
O 14.863 6.221 0.453
C 15.419 6.646 -0.747
C 16.980 6.794 -0.704
O 17.250 7.745 0.231
H 14.007 5.828 0.271
H 15.110 5.921 -1.501
H 14.927 7.529 -1.154
H 17.510 6.865 -1.654
H 17.368 5.894 -0.227
H 16.545 7.698 0.881
O 13.749 1.448 -1.577
H 14.242 1.040 -0.865
H 13.587 2.342 -1.274

Atom charges from the Löwdin analysis, given in e for atoms 1 to 4: atom 1 (C): -0.11, atom 2 (O): -0.23, atom 3 (C): -0.19, atom 4 (C): -0.17

***

So what do the calculations give for E? Going down the list: -67118.3275; -55614.8995; -57881.5067; -76298.7739 eV.